# 1
# C21H25NO4

One molecule with the formula C21H25NO4 (the ωB97M-V functional and the def2-TZVPD basis, the Open Molecules 2025 dataset).

Structure (XYZ):
```
51
Properties=species:S:1:pos:R:3:forces:R:3:lowdin_charge:R:1
C -6.287 -0.487 0.154 0.34 -0.22 0.11 -0.064
C -5.441 -1.495 0.927 -0.41 0.14 0.07 -0.249
O -4.184 -1.725 0.324 0.22 -0.05 -0.11 -0.051
C -3.204 -0.786 0.422 0.29 0.05 -0.11 -0.264
C -3.251 0.360 1.209 -0.31 -0.16 0.06 -0.010
C -2.174 1.227 1.232 0.20 -0.07 -0.16 -0.018
C -1.036 0.988 0.477 0.05 0.00 0.27 -0.181
C -0.990 -0.161 -0.303 -0.04 0.05 0.07 -0.018
C -2.054 -1.037 -0.326 -0.28 -0.04 0.04 0.017
H -2.016 -1.933 -0.926 0.00 -0.12 -0.08 0.118
H -0.116 -0.390 -0.894 0.12 -0.05 -0.04 0.103
C 0.094 1.999 0.489 -0.04 0.13 0.12 -0.244
N 1.351 1.442 0.051 -0.19 0.27 -0.22 0.111
C 2.239 0.887 0.909 0.23 0.17 -0.53 -0.454
O 2.136 0.967 2.113 -0.01 -0.11 0.46 0.090
C 3.351 0.130 0.179 0.15 -0.27 0.40 -0.210
C 2.692 -1.077 -0.444 0.04 -0.03 -0.19 -0.214
C 2.011 -1.989 0.356 0.07 0.00 -0.02 -0.028
C 1.367 -3.074 -0.209 -0.01 -0.04 0.05 -0.076
C 1.394 -3.263 -1.581 -0.05 -0.07 -0.08 -0.094
C 2.070 -2.362 -2.384 -0.06 -0.05 -0.12 -0.085
C 2.712 -1.273 -1.819 0.04 0.04 0.06 -0.043
H 3.236 -0.571 -2.453 0.06 0.08 -0.04 0.112
H 2.095 -2.503 -3.455 0.00 -0.02 -0.08 0.101
H 0.888 -4.109 -2.023 -0.04 -0.07 -0.03 0.101
H 0.835 -3.770 0.422 -0.05 -0.06 0.06 0.107
H 1.972 -1.833 1.423 -0.02 0.03 0.16 0.124
C 4.486 -0.256 1.133 0.00 0.25 -0.11 -0.207
C 5.321 0.955 1.526 -0.09 -0.17 0.03 -0.094
H 4.698 1.687 2.034 -0.01 0.11 0.07 0.072
H 5.766 1.421 0.649 0.08 0.07 -0.07 0.073
H 6.122 0.659 2.200 0.10 0.06 0.06 0.072
H 4.055 -0.700 2.031 -0.01 -0.10 -0.04 0.112
H 5.118 -1.004 0.648 -0.07 -0.03 0.01 0.119
H 3.751 0.773 -0.613 -0.07 -0.03 0.01 0.148
H 1.449 1.284 -0.941 0.12 -0.08 0.07 0.122
H 0.255 2.347 1.517 -0.06 -0.01 -0.22 0.154
C -0.282 3.206 -0.399 0.09 -0.14 0.05 -0.027
H 0.603 3.823 -0.561 -0.01 0.05 0.03 0.132
C -0.816 2.734 -1.728 -0.56 0.41 0.04 -0.535
O -1.945 2.863 -2.111 -0.06 0.03 -0.04 0.125
O 0.124 2.127 -2.473 0.69 -0.29 -0.23 0.099
H -0.262 1.813 -3.306 -0.19 0.11 0.19 0.140
H -1.059 3.794 0.085 0.01 -0.05 -0.11 0.130
H -2.224 2.109 1.854 -0.02 0.12 0.10 0.121
H -4.113 0.591 1.814 -0.11 -0.02 0.03 0.106
H -5.320 -1.185 1.972 0.02 -0.09 -0.08 0.114
H -5.928 -2.474 0.916 0.06 0.15 0.09 0.122
H -7.255 -0.375 0.635 -0.12 0.04 0.04 0.076
H -5.796 0.482 0.115 -0.03 0.10 -0.01 0.068
H -6.436 -0.836 -0.865 -0.04 -0.02 -0.09 0.079
```
Positions in Å, forces in eV/Å.

Results
Kohn-Sham gap = 0.3267 Eh
E = -31864.294 eV
ΔE to the lowest compared entry with this formula, charge and spin = 0.0 kJ/mol
total charge = 0
SMILES = CCOc1ccc([C@H](CC(=O)O)NC(=O)[C@@H](CC)c2ccccc2)cc1

# 2
# CH2N2O3Si

A 2-piece molecular cluster, CH2N2O3Si overall in a non-equilibrium geometry (the ωB97M-V functional and the def2-TZVPD basis, the Open Molecules 2025 dataset).

Structure (XYZ):
```
9
Properties=species:S:1:pos:R:3:forces:R:3:lowdin_charge:R:1
C 0.511 2.688 0.931 -1.83 -1.51 -1.41 -0.290
N 1.077 3.499 1.494 0.87 1.03 0.78 0.098
N 0.865 -2.616 -0.283 1.41 -0.59 0.66 -0.141
O 0.844 -3.769 0.074 -1.15 2.46 -1.14 -0.005
O -0.293 -2.122 -0.786 -1.25 -0.10 -0.37 -0.054
O -0.063 0.540 -0.981 0.27 -0.55 -1.00 -0.359
Si -0.637 1.501 0.011 -0.44 0.63 2.09 0.685
H -0.260 -1.118 -1.059 1.06 -1.80 0.85 0.061
H -2.045 1.397 0.600 1.05 0.43 -0.47 0.005
```
Positions in Å, forces in eV/Å.

Results
Kohn-Sham gap = 0.2753 Eh
E = -18066.059 eV
ΔE to the lowest compared entry with this formula, charge and spin = 218.2 kJ/mol
total charge = 0
SMILES = N#C[SiH]=O.O=NO

Look up the E of the first one. -31864.294 eV